Version P
The following is a quantum chemistry calculation of a cluster of 2 separate species, C10H15NO2 in total, from the OMol25 dataset.

Each line ends with the Mulliken charge.
Element x y z (Å)
C: 2.867 -1.812 0.703  -1.3902
C: 2.025 -0.580 0.538  0.5020
C: 2.334 0.601 -0.088  -0.4514
C: 1.540 1.765 -0.020  -0.8283
C: 0.624 1.820 1.012  0.9661
O: 0.164 3.041 1.427  -0.5567
C: 0.242 0.635 1.635  -0.3173
C: 0.813 -0.573 1.292  -0.7619
H: 3.917 -1.595 0.595  0.4198
H: 2.607 -2.608 -0.005  0.2601
H: 2.869 -2.253 1.696  0.3708
H: 3.220 0.679 -0.713  0.3304
H: 1.869 2.546 -0.693  0.4346
H: -0.254 2.927 2.292  0.3346
H: -0.387 0.698 2.518  0.2304
H: 0.341 -1.510 1.575  0.4338
C: -2.116 1.362 -0.686  -1.2046
C: -1.726 0.070 -1.431  -0.3492
C: -2.284 -1.199 -0.828  0.4858
N: -2.393 -2.236 -1.739  -0.5208
O: -2.512 -1.391 0.344  -0.5859
H: -1.643 2.160 -1.260  0.2846
H: -1.905 1.248 0.370  0.2036
H: -3.194 1.496 -0.781  0.4995
H: -2.173 0.175 -2.409  0.4185
H: -0.645 -0.059 -1.521  0.3016
H: -2.427 -3.131 -1.289  0.2490
H: -1.773 -2.274 -2.535  0.2412

The LUMO energy is 0.78 eV. The HOMO energy comes out at -0.305 Eh. The value obtained for the orbital gap is 9.09 eV. Its SMILES is Cc1ccc(O)cc1.CCC(N)=O. As for the charge: 0.

***

Version Q
The following is a quantum chemistry calculation of the molecule C10H15NO2, from the OMol25 dataset.

Each line ends with the Mulliken charge.
Element x y z (Å)
O: 0.179 -2.016 0.414  -0.6377
C: 0.124 -0.898 0.903  0.4533
C: 1.081 -0.437 1.952  -0.9821
C: 2.066 0.696 1.619  -0.6369
C: 1.239 2.055 0.994  -0.9496
C: -0.323 1.562 0.823  -1.4336
C: -0.575 0.254 0.107  2.0847
C: -2.129 0.046 0.170  -1.5234
C: -2.430 -0.942 -0.916  -0.4016
C: -1.699 -0.114 -2.125  -1.0149
C: -0.338 0.020 -1.364  0.2503
N: 0.729 -0.153 -1.972  -0.8536
O: 1.719 -0.245 -1.028  -0.2405
H: 1.533 -1.428 2.106  0.4602
H: 0.540 -0.346 3.013  0.3228
H: 2.988 0.442 1.024  0.2509
H: 2.586 0.929 2.588  0.3753
H: 1.630 2.226 0.077  0.3908
H: 1.398 2.877 1.674  0.4193
H: -0.840 1.429 1.752  0.5579
H: -0.918 2.438 0.449  0.4066
H: -2.542 0.991 0.209  0.5577
H: -2.242 -0.333 1.272  0.4267
H: -3.606 -1.300 -0.993  0.3101
H: -1.747 -1.906 -0.726  0.2177
H: -2.145 0.816 -2.196  0.3355
H: -1.586 -0.581 -3.028  0.5085
H: 2.571 -0.541 -1.500  0.3457

The LUMO energy is 0.83 eV. The HOMO energy comes out at -0.336 Eh. The value obtained for the orbital gap is 9.97 eV. Its SMILES is O=C1CCCC[C@]12CCC/C2=N/O. As for the charge: 0.

***

Version R
The following is a quantum chemistry calculation of a cluster of 2 separate species, C10H15NO2 in total, from the OMol25 dataset.

Each line ends with the Mulliken charge.
Element x y z (Å)
C: -1.476 2.539 -1.767  -1.4455
C: -1.587 1.745 -0.473  0.7228
C: -0.621 1.993 0.515  -0.8063
C: -0.672 1.271 1.689  -0.4515
C: -1.685 0.343 1.863  1.0175
O: -1.683 -0.443 3.007  -0.5595
C: -2.650 0.110 0.931  -0.6648
C: -2.578 0.816 -0.285  -0.5146
H: -2.303 2.287 -2.408  0.4066
H: -0.528 2.332 -2.262  0.2786
H: -1.532 3.610 -1.576  0.3282
H: 0.107 2.723 0.194  0.4170
H: 0.058 1.405 2.469  0.2709
H: -1.064 -0.052 3.643  0.2843
H: -3.351 -0.698 1.036  0.3965
H: -3.225 0.698 -1.142  0.3129
C: 2.253 -0.391 -1.230  -1.0175
C: 2.678 -1.828 -0.925  -0.2899
C: 2.135 -2.205 0.436  0.5004
N: 1.277 -3.278 0.440  -0.4636
O: 2.482 -1.631 1.444  -0.5970
H: 2.812 0.330 -0.623  0.2809
H: 1.183 -0.347 -1.013  0.2065
H: 2.475 -0.023 -2.235  0.3882
H: 2.211 -2.479 -1.634  0.2661
H: 3.754 -1.958 -0.954  0.2603
H: 0.711 -3.329 1.275  0.2526
H: 0.817 -3.539 -0.414  0.2198

The LUMO energy is 0.78 eV. The HOMO energy comes out at -0.312 Eh. The value obtained for the orbital gap is 9.25 eV. Its SMILES is Cc1ccc(O)cc1.CCC(N)=O. As for the charge: 0.

***

Which one is most stable, and which one is least stable? version R is the most stable of them, while version Q is the least stable.